Here is a structure of composition C5H12CaN2O2 in a non-equilibrium geometry from the Open Molecules 2025 dataset. Energies are from the ωB97M-V functional and the def2-TZVPD basis.

The geometry in XYZ format:
```
22
Properties=species:S:1:pos:R:3:mulliken_charge:R:1
Ca 0.96 -0.03 -1.03 1.60
O 0.34 -2.54 0.57 -0.60
O 1.17 2.45 1.14 -0.52
N 0.70 -1.35 0.87 0.05
N 1.01 0.98 1.06 -0.22
C 1.86 1.10 3.38 -1.18
C 1.38 -1.99 3.20 -1.27
C 1.30 0.38 2.23 0.47
C 1.08 -1.01 2.15 0.13
C 0.26 -0.11 -3.26 -1.35
H 0.35 2.86 0.76 0.33
H -0.20 0.70 -3.84 0.30
H 1.08 -2.99 2.88 0.33
H 1.13 1.80 3.81 0.30
H 0.85 -1.75 4.14 0.35
H -0.77 0.12 -1.91 -0.18
H -1.00 0.22 -1.13 -0.01
H 2.74 1.70 3.11 0.33
H 2.17 0.43 4.20 0.33
H 2.45 -2.05 3.45 0.29
H -0.13 -1.08 -3.60 0.31
H 1.38 -0.02 -3.21 0.22
```

Its frontier orbital gap (spin up / spin down) is 7.1315 / 7.1348 eV. The net charge is 0. The max |F| comes out at 3.538 eV/Å.